(1)
C6H16SSi | wB97M-V/def2-TZVPD

Positions of all 24 atoms, in Å:
1 C 1.957 1.534 -0.476
2 C 1.719 -0.706 0.738
3 C 1.026 -0.513 -1.663
4 C -2.315 -0.047 -0.245
5 C -0.744 1.499 2.028
6 C 1.070 0.318 -0.353
7 Si -0.709 0.629 0.301
8 S -3.254 -3.250 -0.959
9 H 1.869 1.812 -1.577
10 H 1.624 2.349 0.274
11 H 2.997 1.058 -0.288
12 H 0.895 -1.380 1.047
13 H 2.006 -0.096 1.539
14 H 2.626 -1.182 0.194
15 H 0.622 -1.478 -1.141
16 H 0.353 -0.135 -2.393
17 H 2.079 -0.752 -1.999
18 H -2.657 0.070 -1.229
19 H -2.433 -1.135 -0.107
20 H -2.994 0.541 0.411
21 H 0.283 1.515 2.247
22 H -1.021 2.503 2.040
23 H -1.185 1.084 2.880
24 H -4.489 -3.488 -1.567

HOMO (spin up / spin down): -8.3 / -5.9 eV
spin multiplicity: 1
orbital gap (spin up / spin down): 7.7197 / 3.6134 eV
E_tot: -925.714208 Ha

***

(2)
C6H16Si2 | wB97M-V/def2-TZVPD

Positions of all 24 atoms, in Å:
1 C 1.859 1.864 0.585
2 C 2.454 1.407 -0.747
3 C 1.429 0.724 1.506
4 C 1.826 0.008 -1.049
5 C 0.367 -2.220 0.750
6 C -3.745 -1.197 -0.332
7 Si 0.481 -0.381 0.184
8 Si -3.428 0.626 -0.915
9 H 2.586 2.481 1.217
10 H 0.839 2.479 0.431
11 H 2.125 1.967 -1.606
12 H 3.565 1.671 -0.740
13 H 2.306 0.241 1.941
14 H 0.712 1.235 2.353
15 H 1.687 -0.184 -2.153
16 H 2.564 -0.839 -0.854
17 H 0.312 -2.397 1.796
18 H -0.475 -2.652 0.123
19 H 1.283 -2.658 0.334
20 H -3.345 -1.110 0.640
21 H -4.728 -1.634 -0.641
22 H -3.015 -1.850 -0.799
23 H -3.572 1.467 0.151
24 H -4.088 0.952 -2.176

HOMO (spin up / spin down): -7.3 / -7.3 eV
spin multiplicity: 1
orbital gap (spin up / spin down): 6.9428 / 6.8240 eV
E_tot: -817.011784 Ha

***

(3)
C6H17FN4 | wB97M-V/def2-TZVPD

Positions of all 28 atoms, in Å:
1 C -1.485 0.411 0.527
2 C 0.458 0.966 0.311
3 C 1.547 -1.117 1.778
4 C 1.937 0.479 -1.621
5 C -2.323 -0.830 -1.402
6 C 1.671 -1.071 0.272
7 N -2.037 0.594 1.693
8 N 1.298 0.201 -0.343
9 N 0.360 2.354 -0.183
10 N -1.746 -0.927 -0.031
11 F 0.817 -2.021 -0.287
12 H 2.224 -0.401 2.231
13 H 0.536 -0.906 2.110
14 H 1.829 -2.112 2.116
15 H 2.177 -0.460 -2.117
16 H 1.286 1.047 -2.286
17 H 2.868 1.029 -1.472
18 H -1.680 -0.221 -2.035
19 H -2.405 -1.821 -1.841
20 H -3.311 -0.375 -1.369
21 H 2.680 -1.344 -0.052
22 H -1.975 1.488 2.163
23 H -2.517 -0.132 2.225
24 H 0.392 2.458 -1.212
25 H 1.161 2.878 0.203
26 H -0.502 2.788 0.169
27 H -0.871 -1.475 -0.104
28 H -2.391 -1.480 0.557

HOMO: -15.8 eV
net charge: +2
spin multiplicity: 1
orbital gap: 7.9637 eV
E_tot: -556.968308 Ha